{"formula": "C3H2ClNO", "method": "wB97M-V/def2-TZVPD", "fmax_ev_per_a": 2.4, "total_charge": 0, "smiles": "O=C=NCl.C#C", "total_energy_ev": -19199.1283, "homo_lumo_gap_ev": 9.957, "symbols": ["O", "C", "N", "Cl", "C", "C", "H", "H"], "xyz": [[-0.363187, -1.979320, -2.196273], [-0.402681, -1.647979, -1.057267], [-0.595720, -1.020103, -0.024574], [-1.096099, -1.529091, 1.495919], [0.818443, 1.698232, 0.992633], [0.538494, 1.243355, -0.068722], [0.766402, 2.106965, 1.956530], [0.334347, 1.127941, -1.098246]], "forces_ev_per_a": [[0.6, 0.3, 2.3], [-1.3, 0.0, -1.6], [0.2, -1.0, -0.4], [0.2, 0.0, -0.4], [-0.5, 0.2, 0.6], [0.3, 0.8, -1.1], [0.4, 0.1, 0.7], [0.0, -0.4, -0.2]], "lowdin_charge": [0.151, -0.371, -0.421, 0.647, 0.004, -0.048, 0.012, 0.027]}